w:
DFT (ωB97M-V with the def2-TZVPD basis set) results for a gas-phase ion, C9H20N3O (charge +1).

Calculated values
HOMO energy in eV: -13.11
Total charge: +1
E_LUMO in eV: -3.59
2S+1: 1
Frontier orbital gap in Ha: 0.350

```
33
C9H20N3O | OMol25 | ωB97M-V with the def2-TZVPD basis set
C 0.849 -0.937 1.339
C 1.342 0.196 0.335
C -1.357 -0.084 0.932
C 1.875 1.389 1.205
C -1.791 1.191 1.578
C 2.338 -1.603 -1.207
C -1.866 -1.754 -0.844
C 2.441 -0.261 -0.605
C -2.379 -0.789 0.136
N -0.499 -0.952 1.608
N 0.124 0.475 -0.468
N -0.153 1.812 -0.889
O 1.694 -1.605 1.878
H 1.135 1.807 1.883
H 2.095 2.241 0.543
H 2.723 0.860 1.591
H -2.171 0.766 2.540
H -2.677 1.471 1.076
H -0.850 1.833 1.752
H 3.161 -1.704 -1.919
H 1.373 -1.860 -1.600
H 2.621 -2.454 -0.521
H -2.596 -1.860 -1.784
H -1.540 -2.609 -0.322
H -0.976 -1.341 -1.385
H 2.331 0.425 -1.537
H 3.438 -0.196 -0.087
H -3.108 -1.303 0.899
H -3.044 0.024 -0.416
H -0.728 -1.889 1.586
H 0.117 2.035 -1.844
H 0.494 2.508 -0.353
H -1.267 1.909 -0.757
```

The molecule's Mulliken atomic charges, reported in e, are given here:
1. C -0.11
2. C 1.28
3. C 0.58
4. C -1.52
5. C -1.27
6. C -1.39
7. C -1.02
8. C -0.61
9. C -0.46
10. N -0.19
11. N -0.43
12. N -0.18
13. O -0.54
14. H 0.23
15. H 0.49
16. H 0.58
17. H 0.39
18. H 0.51
19. H 0.25
20. H 0.44
21. H 0.26
22. H 0.31
23. H 0.33
24. H 0.37
25. H 0.16
26. H 0.21
27. H 0.26
28. H 0.31
29. H 0.38
30. H 0.33
31. H 0.38
32. H 0.34
33. H 0.34

=====

x:
DFT (ωB97M-V with the def2-TZVPD basis set) results for a gas-phase ion, C9H20N3O (charge +1).

Calculated values
HOMO energy in eV: -12.95
Total charge: +1
E_LUMO in eV: -2.39
2S+1: 1
Frontier orbital gap in Ha: 0.388
SMILES: C[C@H](O)[N@+]1(C)C=CCN[C@H]1N(C)C

```
33
C9H20N3O | OMol25 | ωB97M-V with the def2-TZVPD basis set
C -1.110 -2.380 0.574
C -1.561 -1.324 -0.107
C 0.349 -2.640 0.718
C 0.658 -0.279 0.323
C -2.065 1.066 1.505
C 2.530 0.409 -1.141
C 2.018 1.629 0.966
C -0.696 -0.064 -1.883
C -1.318 1.161 0.124
N 1.200 -1.586 0.118
N 1.485 0.778 -0.187
N -0.774 -0.155 -0.439
O -2.197 1.751 -0.825
H -1.867 -3.172 0.834
H -2.637 -1.181 -0.460
H 0.694 -2.942 1.781
H 0.576 -3.568 0.260
H 0.179 -0.134 1.304
H -3.122 1.050 1.274
H -1.768 0.170 2.052
H -1.716 1.893 1.958
H 2.644 1.264 -1.741
H 3.434 0.179 -0.572
H 2.077 -0.361 -1.818
H 2.629 1.108 1.743
H 2.775 2.224 0.454
H 1.277 2.342 1.314
H -0.099 0.747 -2.336
H -0.305 -0.995 -2.231
H -1.672 0.132 -2.200
H -0.481 1.903 0.007
H 1.322 -1.698 -0.880
H -2.459 2.669 -0.488
```

The molecule's Mulliken atomic charges, reported in e, are given here:
1. C -0.52
2. C -0.28
3. C -0.82
4. C -1.38
5. C -1.55
6. C -1.11
7. C -1.02
8. C -1.15
9. C 0.11
10. N -0.26
11. N 0.19
12. N 0.96
13. O -0.61
14. H 0.38
15. H 0.44
16. H 0.31
17. H 0.46
18. H 0.87
19. H 0.40
20. H 0.36
21. H 0.45
22. H 0.43
23. H 0.34
24. H 0.44
25. H 0.32
26. H 0.47
27. H 0.28
28. H 0.28
29. H 0.40
30. H 0.51
31. H 0.47
32. H 0.40
33. H 0.41

=====

x has the most favorable energy; the next structure is 0.0544 hartree above.